Record 1
The molecule C5H7NO. Source: OMol25; level of theory: ωB97M-V with the def2-TZVPD basis set.

The lowest unoccupied orbital energy is 0.875 eV. The SMILES is C[C@@H]1N[C@H]1C=C=O. Its max |F| is 0.019 hartree/bohr. As for the relative energy (zero: lowest compared OMol25 entry of this formula, charge and spin): 47.25 kcal per mole. As for the molar mass: 97.1 g/mol. As for the gap between HOMO and LUMO: 9.906 eV.

Last column: natural (NBO) charge in e.
Atoms and positions in Å:
C -0.044 -0.861 1.844  -0.613
C 0.308 -0.181 0.547  -0.076
N 0.433 1.272 0.568  -0.582
C -0.610 0.660 -0.261  -0.086
C -0.451 0.654 -1.749  -0.579
C 0.149 -0.362 -2.334  0.731
O 0.700 -1.273 -2.815  -0.457
H -0.449 -1.864 1.671  0.212
H -0.768 -0.275 2.416  0.219
H 0.864 -0.962 2.450  0.215
H 1.045 -0.730 -0.043  0.188
H 1.202 1.576 -0.024  0.354
H -1.620 0.855 0.098  0.210
H -0.759 1.491 -2.366  0.263

=====

Record 2
The molecule C5H7NO. Source: OMol25; level of theory: ωB97M-V with the def2-TZVPD basis set.

The lowest unoccupied orbital energy is 0.978 eV. The SMILES is C=CCOC1=CN1. Its max |F| is 0.008 hartree/bohr. As for the relative energy (zero: lowest compared OMol25 entry of this formula, charge and spin): 116.48 kcal per mole. As for the molar mass: 97.1 g/mol. As for the gap between HOMO and LUMO: 9.344 eV.

Last column: natural (NBO) charge in e.
Atoms and positions in Å:
C -1.750 -0.074 -0.838  -0.380
C -1.184 0.990 -0.280  -0.221
C 0.279 1.324 -0.354  -0.114
O 1.108 0.194 -0.667  -0.456
C 1.056 -0.739 0.250  0.483
C 0.630 -1.021 1.477  -0.304
N 1.826 -1.811 0.464  -0.620
H -1.173 -0.803 -1.402  0.203
H -2.815 -0.258 -0.740  0.208
H -1.783 1.697 0.293  0.212
H 0.488 2.036 -1.156  0.212
H 0.627 1.746 0.595  0.204
H -0.112 -1.750 1.772  0.224
H 2.805 -1.532 0.585  0.347

=====

Record 3
A 2-piece molecular cluster, C5H7NO overall in a non-equilibrium geometry. Source: OMol25; level of theory: ωB97M-V with the def2-TZVPD basis set.

The lowest unoccupied orbital energy is 0.718 eV. The SMILES is c1ccncc1.O. Its max |F| is 0.096 hartree/bohr. As for the relative energy (zero: lowest compared OMol25 entry of this formula, charge and spin): 59.05 kcal per mole. As for the molar mass: 97.1 g/mol. As for the gap between HOMO and LUMO: 9.825 eV.

Last column: natural (NBO) charge in e.
Atoms and positions in Å:
C -0.518 -0.306 0.716  -0.168
C -0.710 -1.146 -0.411  -0.292
C 0.427 -1.089 -1.309  0.038
N 1.459 -0.371 -1.088  -0.449
C 1.644 0.359 -0.010  0.028
C 0.649 0.338 0.930  -0.234
H -1.119 -0.228 1.619  0.210
H -1.503 -1.825 -0.523  0.222
H 0.602 -2.034 -1.983  0.188
H 2.670 0.849 0.195  0.202
H 0.549 0.738 1.997  0.221
O -1.138 1.821 0.044  -0.926
H -1.044 1.342 -0.748  0.480
H -1.969 1.553 0.572  0.481